Entry 1:
Here is a cluster of 2 separate species, C4H9NO2 in total from the Open Molecules 2025 dataset. Energies are from ωB97M-V/def2-TZVPD.

The geometry in XYZ format:
```
16
Properties=species:S:1:pos:R:3:forces:R:3
N -1.154089 -1.071075 1.987172 -0.12 0.01 0.10
C -1.036378 0.277617 1.887270 0.05 0.03 0.07
O -1.247096 1.052330 2.800372 0.06 -0.21 -0.26
C -0.535055 0.778827 0.528958 -0.02 0.09 0.04
C -1.174668 0.144493 -0.684768 -0.04 -0.34 -0.05
O -1.403950 -1.039520 -0.798588 0.05 0.47 0.05
H -1.596171 -1.423365 2.823335 0.08 0.03 -0.09
H -1.195937 -1.621073 1.138283 0.01 0.09 0.12
H 0.542198 0.564630 0.466294 -0.16 0.01 0.01
H -0.653083 1.864102 0.508449 -0.01 -0.15 -0.01
H -1.413811 0.831155 -1.517670 0.00 -0.04 0.07
C 1.617860 0.415615 -2.296482 0.01 0.01 -0.03
H 2.469513 0.386875 -1.614463 -0.07 0.00 -0.08
H 1.060870 1.343167 -2.139248 0.08 -0.12 -0.04
H 1.973871 0.382763 -3.327330 -0.02 0.02 0.12
H 0.972758 -0.446133 -2.115838 0.10 0.10 -0.04
```
Forces are in eV/Å.

Max |F|, eV/Å: 0.471
Net charge: 0
Highest occupied orbital energy, eV: -9.98
Energy above the lowest of the compared OMol25 structures with the same formula, charge and spin, kcal/mol: 20.3

Results of the Löwdin charge analysis, in e, for atoms 1 through 5:
1. N 0.170
2. C -0.543
3. O 0.052
4. C -0.065
5. C -0.258

---

Entry 2:
Here is a cluster of 2 separate species, C5H10N6O in total in a non-equilibrium geometry from the Open Molecules 2025 dataset. Energies are from ωB97M-V/def2-TZVPD.

The geometry in XYZ format:
```
22
Properties=species:S:1:pos:R:3:forces:R:3
H -3.093215 -0.026983 -1.007996 0.08 0.22 -0.09
N -2.665540 0.780444 -1.462837 0.30 0.03 0.39
C -1.824455 1.295724 -0.673339 -0.53 -0.51 -0.19
N -1.423865 0.960815 0.623619 0.23 0.40 -0.09
C -0.532238 1.846846 0.938111 -0.37 0.16 0.19
N -0.305931 2.734126 -0.040892 -0.89 0.33 0.86
O -1.117379 2.421834 -1.106290 0.13 0.12 -0.18
H 0.007120 1.912137 1.879088 -0.10 -0.07 -0.25
H 0.298826 3.523778 -0.135917 -0.06 0.25 0.00
C 1.759075 1.009425 -1.082893 0.34 0.08 -0.63
N 2.066948 -0.053528 -0.474019 0.08 -0.12 -0.01
N 1.639300 -0.131773 0.840582 -0.05 -0.15 0.04
C 0.840480 -1.087028 1.093552 -0.03 -0.08 0.28
C 0.289460 -2.084894 0.114660 -0.30 0.36 -0.23
N -0.159231 -3.277164 0.824049 0.24 -0.45 -0.08
H 2.115660 1.138556 -2.104570 0.00 -0.18 0.14
H 1.160420 1.805884 -0.651612 0.68 -0.60 -0.25
H 0.523284 -1.185804 2.139770 0.05 0.00 -0.36
H -0.588860 -1.629354 -0.395631 0.48 -0.16 0.30
H 1.045016 -2.257249 -0.664843 -0.06 0.02 0.06
H 0.650742 -3.812296 1.152517 -0.43 0.19 -0.17
H -0.685617 -3.883494 0.194891 0.21 0.18 0.26
```
Forces are in eV/Å.

Max |F|, eV/Å: 1.279
Net charge: 0
Highest occupied orbital energy, eV: -8.99
Energy above the lowest of the compared OMol25 structures with the same formula, charge and spin, kcal/mol: 11.0

Results of the Löwdin charge analysis, in e, for atoms 1 through 5:
1. H 0.054
2. N 0.136
3. C -0.496
4. N 0.146
5. C -0.188

---

Entry 3:
Here is a structure of composition C42H40IrN3O8S from the Open Molecules 2025 dataset. Energies are from ωB97M-V/def2-TZVPD.

The geometry in XYZ format:
```
95
Properties=species:S:1:pos:R:3:forces:R:3
Ir -0.131914 -1.507923 -0.748222 -0.25 0.24 -0.10
C -1.804926 2.783237 3.671851 -0.01 -0.02 0.02
C -1.340530 3.136803 2.264613 -0.01 -0.03 0.01
C -1.255227 4.632214 2.061663 -0.01 0.01 0.01
O -2.199461 2.599445 1.284064 0.01 0.01 -0.05
C -1.765157 1.263538 1.104026 0.06 0.02 -0.01
C -0.229673 1.346742 1.222374 0.01 0.11 -0.05
O -0.068975 2.527857 2.017599 0.02 0.00 -0.01
C 0.785068 1.406065 0.044833 0.27 -0.15 0.20
O 0.807170 0.247969 -0.767244 0.06 -0.10 -0.21
C 0.661218 2.613368 -0.894323 0.01 0.01 0.00
C 0.930928 3.899421 -0.427465 -0.04 0.02 -0.01
C 0.936701 4.982075 -1.292482 0.00 -0.01 0.00
C 0.718490 4.792326 -2.651444 -0.01 -0.01 0.00
C 0.491460 3.511843 -3.128385 -0.01 0.01 0.01
C 0.455542 2.432054 -2.255570 0.04 0.00 -0.01
C 2.211692 1.502016 0.675761 -0.01 -0.05 0.00
C 2.504454 1.299309 2.022094 -0.01 -0.03 -0.02
C 3.815324 1.338647 2.486802 0.00 -0.02 -0.01
C 4.864378 1.596728 1.618704 -0.01 0.00 0.01
C 4.585899 1.811588 0.274256 -0.01 0.06 0.01
C 3.280257 1.752771 -0.186593 -0.03 0.08 0.02
C -2.409764 0.487867 -0.044187 0.07 -0.14 0.12
O -1.779418 -0.764374 0.024548 -0.17 0.12 -0.21
C -2.437456 1.118202 -1.432725 0.00 -0.02 -0.05
C -2.509169 0.268987 -2.534030 0.11 -0.03 -0.02
C -2.670935 0.773847 -3.816043 0.01 0.01 0.00
C -2.800349 2.141201 -4.016498 -0.01 -0.02 0.02
C -2.750859 2.991475 -2.923060 0.01 0.00 -0.02
C -2.561651 2.488846 -1.643864 -0.05 0.02 -0.01
C -3.884436 0.234640 0.347290 -0.04 0.10 0.01
C -4.320400 -1.043275 0.674530 0.01 -0.01 0.01
C -5.640268 -1.266520 1.048159 -0.01 0.01 0.00
C -6.540262 -0.214843 1.106270 0.01 0.00 0.00
C -6.110848 1.064549 0.780215 0.00 0.00 -0.01
C -4.796375 1.286588 0.400636 -0.01 -0.01 0.01
H -2.810050 3.170473 3.839151 0.00 0.01 0.00
H -1.127166 3.225043 4.402386 0.01 0.00 -0.01
H -1.813100 1.705016 3.825880 -0.01 0.00 0.00
H -2.221597 5.085317 2.283678 0.00 -0.01 0.01
H -0.987062 4.852490 1.031449 -0.01 0.01 0.00
H -0.508154 5.057483 2.732080 0.01 -0.01 -0.01
H -2.076603 0.680940 1.979558 0.03 -0.01 0.01
H 0.077887 0.475834 1.801935 0.00 0.00 0.04
H 1.158088 4.046566 0.618850 0.01 0.00 -0.01
H 1.140029 5.974164 -0.907827 -0.01 0.00 0.00
H 0.737493 5.635486 -3.330617 0.01 0.00 0.00
H 0.326904 3.345460 -4.185669 -0.01 0.00 0.00
H 0.268047 1.437573 -2.633335 -0.01 0.00 0.00
H 1.714771 1.135105 2.739667 0.00 -0.01 0.01
H 4.007838 1.189894 3.543009 0.00 0.01 0.00
H 5.881636 1.655288 1.986399 0.00 0.01 0.00
H 5.388829 2.047975 -0.414365 0.00 -0.01 -0.01
H 3.076138 1.934583 -1.235349 0.00 -0.01 -0.01
H -2.466439 -0.801536 -2.384443 -0.04 0.02 0.01
H -2.719427 0.092469 -4.656610 0.00 0.00 0.00
H -2.945558 2.537468 -5.013634 0.01 0.00 0.00
H -2.837134 4.061884 -3.063123 0.00 0.00 0.00
H -2.500606 3.173656 -0.811655 0.00 -0.01 0.00
H -3.615186 -1.860457 0.637501 0.00 0.00 -0.01
H -5.962947 -2.270133 1.297095 0.00 0.00 0.00
H -7.567014 -0.387416 1.402897 0.00 0.00 -0.01
H -6.804443 1.895402 0.815419 0.00 0.00 0.01
H -4.480177 2.288421 0.145083 0.00 0.00 0.00
O -1.559065 -2.790196 -1.787708 -0.40 -0.06 0.71
C -1.606604 -3.993365 -1.506692 0.58 -0.23 -0.39
C -0.441585 -4.797732 -1.261411 -0.07 0.20 0.23
C -0.615715 -6.154479 -0.967599 0.03 -0.02 -0.02
C 0.478298 -6.954267 -0.781603 -0.05 -0.03 0.01
C 1.778936 -6.439786 -0.888400 0.03 0.02 -0.02
C 1.969565 -5.118513 -1.175108 0.01 -0.05 -0.08
C 0.874612 -4.229121 -1.362416 -0.03 -0.03 0.02
O 1.118702 -2.992368 -1.611645 0.15 0.24 -0.11
N 0.290325 -8.366549 -0.465586 -0.02 -0.02 -0.01
O -0.847167 -8.767751 -0.306703 0.00 0.00 -0.02
O 1.284390 -9.063069 -0.378300 0.01 0.01 0.01
H -2.583782 -4.494318 -1.527978 0.00 -0.02 -0.02
H -1.608888 -6.578682 -0.898004 0.00 0.00 0.02
H 2.615387 -7.105881 -0.731836 0.00 0.00 0.00
H 2.965233 -4.702086 -1.251687 0.00 0.00 -0.02
C 3.636080 -2.479892 2.851158 -0.01 0.01 -0.01
N 3.726822 -2.118099 1.459029 -0.01 -0.01 -0.02
C 5.016359 -1.929660 0.799713 0.00 0.00 0.00
C 4.627372 -1.410828 -0.596856 0.02 0.00 0.02
N 3.173739 -1.419463 -0.535331 0.01 -0.03 -0.01
C 2.717161 -1.798924 0.643588 0.06 0.02 -0.04
S 1.076221 -1.916227 1.115045 -0.33 -0.23 0.03
H 4.168611 -3.415184 3.031025 0.01 0.00 0.01
H 2.593980 -2.612658 3.129846 0.00 -0.01 0.00
H 4.069872 -1.692929 3.472665 0.00 0.00 0.01
H 5.554175 -2.879217 0.758572 0.01 0.01 0.01
H 5.619866 -1.207383 1.353188 -0.02 0.01 0.00
H 4.988708 -2.052574 -1.400173 -0.02 -0.05 0.02
H 4.991015 -0.398090 -0.758513 0.01 -0.03 -0.04
H 2.551823 -1.040430 -1.233832 0.01 0.09 0.05
```
Forces are in eV/Å.

Max |F|, eV/Å: 0.814
Net charge: 0
Highest occupied orbital energy, eV: -8.22
Energy above the lowest of the compared OMol25 structures with the same formula, charge and spin, kcal/mol: 20.7

Results of the Löwdin charge analysis, in e, for atoms 1 through 5:
1. Ir 1.228
2. C 0.022
3. C -0.572
4. C 0.022
5. O -0.014

---

> Which of these has the highest max |F|?

C5H10N6O

---

What did the second record say?
Here is a cluster of 2 separate species, C5H10N6O in total in a non-equilibrium geometry from the Open Molecules 2025 dataset. Energies are from ωB97M-V/def2-TZVPD.

The geometry in XYZ format:
```
22
Properties=species:S:1:pos:R:3:forces:R:3
H -3.093215 -0.026983 -1.007996 0.08 0.22 -0.09
N -2.665540 0.780444 -1.462837 0.30 0.03 0.39
C -1.824455 1.295724 -0.673339 -0.53 -0.51 -0.19
N -1.423865 0.960815 0.623619 0.23 0.40 -0.09
C -0.532238 1.846846 0.938111 -0.37 0.16 0.19
N -0.305931 2.734126 -0.040892 -0.89 0.33 0.86
O -1.117379 2.421834 -1.106290 0.13 0.12 -0.18
H 0.007120 1.912137 1.879088 -0.10 -0.07 -0.25
H 0.298826 3.523778 -0.135917 -0.06 0.25 0.00
C 1.759075 1.009425 -1.082893 0.34 0.08 -0.63
N 2.066948 -0.053528 -0.474019 0.08 -0.12 -0.01
N 1.639300 -0.131773 0.840582 -0.05 -0.15 0.04
C 0.840480 -1.087028 1.093552 -0.03 -0.08 0.28
C 0.289460 -2.084894 0.114660 -0.30 0.36 -0.23
N -0.159231 -3.277164 0.824049 0.24 -0.45 -0.08
H 2.115660 1.138556 -2.104570 0.00 -0.18 0.14
H 1.160420 1.805884 -0.651612 0.68 -0.60 -0.25
H 0.523284 -1.185804 2.139770 0.05 0.00 -0.36
H -0.588860 -1.629354 -0.395631 0.48 -0.16 0.30
H 1.045016 -2.257249 -0.664843 -0.06 0.02 0.06
H 0.650742 -3.812296 1.152517 -0.43 0.19 -0.17
H -0.685617 -3.883494 0.194891 0.21 0.18 0.26
```
Forces are in eV/Å.

Max |F|, eV/Å: 1.279
Net charge: 0
Highest occupied orbital energy, eV: -8.99
Energy above the lowest of the compared OMol25 structures with the same formula, charge and spin, kcal/mol: 11.0

Results of the Löwdin charge analysis, in e, for atoms 1 through 5:
1. H 0.054
2. N 0.136
3. C -0.496
4. N 0.146
5. C -0.188

---

> Number 1 is which compound?

C4H9NO2